# 1
{"formula": "H17O9", "method": "wB97M-V/def2-TZVPD", "symbols": ["O", "H", "H", "O", "H", "O", "H", "H", "O", "H", "H", "O", "H", "H", "O", "H", "H", "O", "H", "H", "O", "H", "H", "O", "H", "H"], "xyz": [[-1.82869, -0.55830, 2.99324], [1.99900, 0.29224, -1.53781], [0.82654, -0.51165, 1.63599], [-0.30855, 1.38009, 1.08874], [-2.41602, -0.20384, -0.23101], [0.25453, -2.64302, -2.68636], [0.33291, -1.76503, -2.27226], [-0.27507, -3.14631, -2.05995], [-1.47523, -0.19312, -0.40248], [-0.60424, -1.91738, 0.00005], [1.85727, -1.61299, 1.87285], [1.59677, -0.75888, 2.22919], [-1.71433, -1.33399, 2.40126], [-1.30489, 3.34855, -1.15942], [-0.06294, -2.56088, 0.47880], [-0.21221, 3.14713, -0.36859], [-0.84387, 2.14685, 1.29812], [2.54738, 0.53848, -0.74469], [2.00053, 0.65963, 0.03179], [-1.12808, 0.59232, 0.52732], [0.17183, 0.96856, -2.18360], [-0.45163, 0.54628, -1.55078], [0.25746, 1.91795, -2.08929], [-0.50776, 3.88858, -0.92139], [-0.64998, -2.83809, 1.18034], [-1.03951, -0.01377, 2.96089]], "forces_ev_per_angstrom": [[-0.776, -1.097, -0.054], [0.184, 0.731, 1.638], [1.260, -0.117, 0.994], [-1.068, -0.711, -0.435], [-0.406, -0.224, -0.362], [-0.030, 0.377, 0.094], [-0.048, -0.372, -0.274], [0.117, 0.046, 0.115], [-0.051, 0.031, 1.092], [-0.214, 0.837, -0.202], [-0.010, -0.045, -0.112], [-1.255, 0.377, -0.825], [0.285, 1.232, 0.566], [0.288, 1.340, -0.471], [0.098, -0.428, -0.112], [1.253, 0.186, 0.711], [-0.047, 0.167, 0.425], [0.593, -0.537, -1.342], [-0.627, -0.022, -0.101], [1.748, 0.364, -0.644], [0.264, -0.770, -0.993], [-0.241, 0.732, 0.177], [-0.218, -0.029, 0.483], [-1.470, -1.796, -0.119], [-0.037, -0.264, 0.299], [0.408, -0.008, -0.546]], "energy_ha": -687.41424, "orbital_gap_ev": 9.4, "charge": -1, "lumo_ev": 3.03, "spin_multiplicity": 1, "relative_energy_kj_mol": 99.46, "e_homo_ev": -6.348}

***

# 2
{"formula": "H17O9", "method": "wB97M-V/def2-TZVPD", "symbols": ["O", "H", "H", "O", "H", "O", "H", "H", "O", "H", "H", "O", "H", "H", "O", "H", "H", "O", "H", "H", "O", "H", "H", "O", "H", "H"], "xyz": [[-0.27008, -1.09447, 2.76871], [-1.08466, -0.56745, 2.82115], [0.31650, -0.73146, 1.99271], [0.17556, 1.66848, 2.27293], [0.21304, 0.90314, 1.65958], [2.14767, -1.00614, -1.77242], [1.62200, -0.84639, -0.97555], [1.65407, -0.72087, -2.55112], [-0.47454, -2.49268, 0.58042], [-0.51155, -2.75643, 1.52218], [0.24194, -1.76220, 0.60261], [-0.77140, 2.52007, -0.91635], [0.12569, 2.29219, -0.55956], [-1.20816, 2.82988, -0.11506], [-2.93166, -1.62440, -0.31671], [-2.11607, -1.84741, 0.17332], [-2.74653, -0.77116, -0.71742], [1.01800, -0.48720, 0.69224], [1.88635, -0.80829, 1.00054], [0.30540, 1.21870, 3.11730], [-0.78589, 0.40275, -3.86803], [-0.39111, 1.08125, -3.29379], [-1.40515, -0.01462, -3.25970], [1.69091, 1.93488, -0.15142], [1.30974, 1.13261, 0.28183], [1.98991, 1.54724, -0.98839]], "forces_ev_per_angstrom": [[0.672, 0.273, -0.547], [0.349, -0.080, -0.153], [-1.784, -0.618, 2.064], [-0.071, -0.824, -0.308], [-0.264, 1.261, 0.517], [0.347, 0.132, 0.068], [-0.222, -0.037, -0.805], [-0.214, -0.101, 0.215], [0.753, 0.228, 0.741], [-0.229, -0.147, -0.182], [-0.130, -0.547, -0.935], [0.360, -0.433, 0.524], [-0.616, 0.595, -0.599], [-0.264, 0.115, -0.168], [0.278, 0.005, 0.330], [-0.522, 0.070, -0.509], [-0.081, 0.101, -0.020], [0.462, -0.555, -0.317], [0.190, 0.031, 0.029], [0.007, 0.356, 0.186], [0.387, 0.219, 0.692], [-0.224, 0.004, -0.383], [-0.157, -0.145, -0.191], [0.122, -1.139, -0.016], [0.562, 0.954, -0.166], [0.289, 0.280, -0.066]], "energy_ha": -687.18456, "orbital_gap_ev": [10.9, 4.6], "lumo_ev": [-0.37, -6.65], "spin_multiplicity": 2, "relative_energy_kj_mol": 89.56, "e_homo_ev": [-11.281, -11.275]}

***

# 3
{"formula": "H18NO12", "method": "wB97M-V/def2-TZVPD", "symbols": ["N", "O", "O", "O", "O", "H", "H", "O", "H", "H", "O", "H", "H", "O", "H", "H", "O", "H", "H", "O", "H", "H", "O", "H", "H", "O", "H", "H", "O", "H", "H"], "xyz": [[5.20998, -3.10232, 16.81720], [5.18903, -1.81781, 16.96810], [4.24457, -3.62355, 16.27695], [6.29921, -3.69371, 16.52856], [7.54637, -2.52388, 14.31351], [8.46282, -2.11329, 14.24692], [7.19719, -2.54929, 15.21408], [3.13599, -3.56280, 13.52125], [3.08219, -2.74301, 13.07858], [3.26871, -3.48432, 14.47636], [5.52146, -6.44461, 15.79183], [6.45677, -6.52799, 15.56478], [5.42711, -5.59977, 16.15022], [5.25829, -0.62396, 13.87076], [5.88686, -1.11839, 14.40982], [5.75751, -0.49353, 13.07162], [2.54447, -6.22791, 16.51346], [2.80411, -6.22584, 17.41813], [3.41085, -6.11268, 16.06791], [5.83053, -4.43019, 13.14149], [6.43049, -3.70403, 13.44524], [4.98833, -4.17848, 13.49085], [3.04121, -0.76997, 15.50100], [3.49969, -1.25755, 16.17576], [3.83026, -0.56445, 14.97216], [1.67905, -3.15782, 17.46944], [1.45834, -2.26585, 17.67500], [2.55300, -3.19235, 17.10186], [6.47810, 0.73381, 16.80126], [5.81858, 1.45081, 16.73747], [6.10795, -0.10475, 17.09432]], "forces_ev_per_angstrom": [[2.315, 2.251, -5.954], [0.157, -1.785, 1.827], [-2.722, -1.014, 1.679], [0.489, 0.599, 2.614], [1.661, 1.076, -0.975], [-2.049, -0.816, 0.713], [0.582, -0.225, 0.620], [0.084, -2.239, 0.446], [0.020, 1.611, 0.025], [-0.289, 0.731, -0.250], [0.322, -2.717, -0.724], [-0.396, 0.230, -0.065], [0.107, 2.546, 0.765], [0.083, -0.031, 0.214], [0.023, -0.045, 0.140], [0.097, 0.135, -0.595], [0.585, -0.005, -1.328], [0.076, 0.064, 1.214], [-0.769, -0.234, 0.019], [1.892, 0.598, -0.110], [-0.527, -0.988, -0.398], [-1.246, 0.127, 0.106], [0.051, 0.511, -0.561], [0.055, -0.580, 1.000], [-0.533, 0.301, -0.452], [-1.021, -1.154, 0.534], [0.059, 1.029, 0.002], [0.821, 0.101, -0.487], [0.500, 1.049, -0.202], [0.187, -1.185, 0.187], [-0.615, 0.059, -0.006]], "energy_ha": -968.39084, "orbital_gap_ev": 9.7, "charge": -1, "lumo_ev": 2.60, "spin_multiplicity": 1, "relative_energy_kj_mol": 211.33, "e_homo_ev": -7.068}

***

# 4
{"formula": "H18O9", "method": "wB97M-V/def2-TZVPD", "symbols": ["O", "H", "H", "O", "H", "H", "O", "H", "H", "O", "H", "H", "O", "H", "H", "O", "H", "H", "O", "H", "H", "O", "H", "H", "O", "H", "H"], "xyz": [[1.45855, 13.71134, 3.82974], [0.99598, 13.19980, 4.49350], [1.23067, 14.62022, 4.02530], [3.41197, 17.66693, 6.02461], [3.34399, 16.71623, 6.11280], [3.80009, 17.80060, 5.15989], [-0.02703, 15.18385, 9.03894], [0.24212, 15.83630, 9.68555], [0.12177, 14.34257, 9.47060], [3.07087, 15.13260, 9.67339], [2.90009, 14.85520, 8.77334], [2.58914, 15.95446, 9.76672], [3.92811, 13.18653, 4.12593], [3.05138, 13.55731, 4.02539], [3.92890, 12.41516, 3.55916], [2.28840, 14.28607, 7.05427], [1.33917, 14.32925, 6.93880], [2.60520, 13.83613, 6.27106], [5.86444, 12.72653, 6.30473], [4.94487, 12.61133, 6.06522], [5.97963, 12.18194, 7.08344], [-2.12828, 13.11901, 7.78227], [-2.28512, 12.17518, 7.81063], [-1.28227, 13.20863, 7.34356], [-0.10492, 12.29759, 5.86294], [-0.86328, 11.78320, 5.58629], [0.35334, 11.73351, 6.48588]], "forces_ev_per_angstrom": [[-0.332, 0.404, -0.297], [-0.491, -0.475, 0.364], [-0.204, 0.404, -0.108], [-0.175, 0.198, 0.067], [0.013, -0.346, 0.177], [0.151, 0.078, -0.192], [-0.142, 0.031, -0.438], [0.042, 0.150, 0.124], [0.038, -0.213, 0.207], [0.151, -0.037, 0.628], [-0.079, -0.158, -0.494], [0.053, 0.204, -0.028], [1.228, -0.250, 0.638], [-0.597, 0.070, -0.342], [0.106, -0.149, -0.143], [0.056, 0.000, -0.057], [-0.425, 0.237, 0.231], [0.434, -0.183, -0.296], [0.244, -0.022, 0.117], [-0.270, 0.133, -0.447], [0.129, -0.076, 0.248], [-0.286, 0.084, 0.239], [-0.139, -0.218, 0.089], [0.215, 0.158, -0.199], [0.272, 0.277, -0.034], [-0.332, -0.080, -0.269], [0.339, -0.219, 0.212]], "energy_ha": -687.93756, "orbital_gap_ev": 10.4, "lumo_ev": -0.44, "spin_multiplicity": 1, "smiles": "O.O.O.O.O.O.O.O.O", "relative_energy_kj_mol": 231.65, "e_homo_ev": -10.852}